Record 1
ORCA calculation (the ωB97M-V functional and the def2-TZVPD basis) on a molecular structure, C42H42O2P2Tc at a distorted geometry.

Each line ends with the Löwdin spin population.
Atoms and positions in Å:
Tc: 1.173 -0.845 -0.148  1.65
C: 0.245 0.121 2.225  0.19
C: 1.600 0.115 1.821  -0.03
C: 2.742 -0.737 2.434  0.00
C: 3.111 -2.047 1.719  -0.01
C: 2.043 -2.562 0.810  -0.01
C: 0.635 -2.528 1.063  -0.01
C: -0.082 -2.393 2.400  0.01
C: -0.489 -0.980 2.897  0.03
C: 2.031 -1.489 -1.845  0.05
H: -0.302 1.076 2.194  0.01
H: 1.997 1.133 1.630  0.01
H: 2.615 -0.856 3.521  0.00
H: 3.631 -0.092 2.381  0.00
H: 4.016 -1.845 1.104  0.00
H: 3.422 -2.809 2.439  0.00
H: 2.382 -3.388 0.165  0.00
H: 0.062 -3.210 0.397  0.01
H: 0.449 -2.911 3.209  0.00
H: -1.029 -2.942 2.262  0.00
H: -1.590 -0.862 2.772  0.00
H: -0.387 -0.960 4.008  0.01
H: 1.904 -0.743 -2.644  0.01
H: 1.470 -2.392 -2.160  0.02
H: 3.098 -1.752 -1.799  0.01
P: 7.855 -2.163 -1.455  0.30
P: 6.734 -4.546 -2.176  0.31
C: 7.976 -3.383 -0.135  0.01
C: 7.492 -4.601 -0.532  0.01
C: 9.640 -1.658 -1.702  0.05
C: 10.647 -2.010 -0.784  0.02
C: 11.910 -1.399 -0.830  0.00
C: 12.233 -0.528 -1.873  0.01
C: 11.304 -0.321 -2.903  0.00
C: 10.023 -0.883 -2.824  0.01
C: 6.979 -0.728 -0.745  0.05
C: 5.640 -0.479 -1.127  0.00
C: 4.979 0.644 -0.623  0.00
C: 5.673 1.562 0.176  0.00
C: 6.996 1.281 0.572  0.00
C: 7.636 0.107 0.164  0.01
C: 7.819 -5.750 -3.117  0.04
C: 9.165 -5.390 -3.374  0.01
C: 10.058 -6.318 -3.914  0.00
C: 9.624 -7.606 -4.263  0.02
C: 8.286 -7.952 -4.067  0.00
C: 7.394 -7.037 -3.491  0.02
C: 5.184 -5.487 -1.956  0.06
C: 4.287 -5.588 -3.037  0.02
C: 3.124 -6.342 -2.922  0.00
C: 2.828 -6.990 -1.721  0.01
C: 3.713 -6.899 -0.658  0.00
C: 4.888 -6.161 -0.766  0.02
H: 8.402 -3.124 0.834  0.00
H: 7.622 -5.548 -0.004  0.00
H: 10.450 -2.751 -0.010  0.00
H: 12.644 -1.581 -0.039  0.00
H: 13.190 0.006 -1.878  0.00
H: 11.584 0.306 -3.752  0.00
H: 9.310 -0.709 -3.633  0.00
H: 5.162 -1.159 -1.842  0.00
H: 3.927 0.834 -0.876  0.00
H: 5.191 2.493 0.480  0.00
H: 7.539 1.987 1.195  0.00
H: 8.650 -0.133 0.515  0.00
H: 9.526 -4.393 -3.113  0.00
H: 11.110 -6.060 -4.073  0.00
H: 10.312 -8.330 -4.711  0.00
H: 7.932 -8.943 -4.358  0.00
H: 6.370 -7.367 -3.305  0.00
H: 4.519 -5.081 -3.971  0.00
H: 2.447 -6.421 -3.761  0.00
H: 1.905 -7.553 -1.623  0.00
H: 3.491 -7.405 0.280  0.00
H: 5.576 -6.118 0.072  0.00
O: 0.185 0.912 -0.985  0.02
C: -0.951 0.344 -0.811  0.02
O: -0.921 -0.922 -0.602  0.00
C: -2.241 1.059 -0.656  0.00
C: -3.355 0.319 -0.246  0.00
C: -4.606 0.920 -0.153  0.00
C: -4.728 2.303 -0.384  0.00
C: -3.609 3.055 -0.790  0.00
C: -2.353 2.431 -0.877  0.00
H: -3.211 -0.727 0.028  0.00
H: -5.476 0.304 0.120  0.00
H: -5.702 2.789 -0.241  0.00
H: -3.722 4.123 -1.017  0.00
H: -1.444 2.985 -1.092  0.00

Values from the calculation:
expectation value of S²: 3.80
DFT total energy: -69088.2853 eV
multiplicity: 4
total charge: +2
F_max: 0.067 Eh/bohr
E_HOMO (spin up / spin down): -12.706 / -13.542 eV
gap between HOMO and LUMO (spin up / spin down): 6.1675 / 6.4484 eV

Record 2
ORCA calculation (the ωB97M-V functional and the def2-TZVPD basis) on a gas-phase ion, C4H6NO2 (charge +1) at a distorted geometry.

Each line ends with the natural charge from an NBO analysis.
Atoms and positions in Å:
N: 1.673 0.541 0.153  -0.69
C: 0.181 0.340 -0.286  -0.18
C: -0.542 -0.922 -0.668  -0.54
C: -1.815 -0.461 0.077  0.54
O: -2.972 -0.571 -0.122  -0.37
C: -0.783 0.488 0.872  0.47
O: -0.481 0.825 1.987  -0.45
H: 2.339 -0.337 0.029  0.47
H: 1.598 0.745 1.152  0.47
H: 2.099 1.229 -0.412  0.45
H: -0.181 1.154 -1.012  0.28
H: -0.276 -1.762 -0.124  0.26
H: -0.839 -1.272 -1.647  0.29

Values from the calculation:
DFT total energy: -9820.7666 eV
total charge: +1
F_max: 0.084 Eh/bohr
E_HOMO: -14.250 eV
gap between HOMO and LUMO: 9.2538 eV

> Which value of F_max does entry 1 give?

0.067 Eh/bohr